Record 1
{
  "formula": "C2HN3O3",
  "method": "ωB97M-V/def2-TZVPD",
  "lumo_ev": -1.51,
  "homo_energy_ev": -11.21,
  "smiles": "O=c1onnnc1O",
  "e_above_lowest_kcal_mol": 125.61,
  "species": ["O", "C", "O", "N", "N", "N", "C", "O", "H"],
  "coordinates": [[1.934372, 0.385967, -0.715496], [0.912785, -0.086235, -0.194160], [0.906689, -1.488752, -0.153114], [-0.443184, -2.122937, 0.397239], [-1.300081, -1.302737, 0.792801], [-1.381470, -0.027228, 0.462039], [-0.399050, 0.604440, 0.048080], [-0.543778, 1.903801, -0.207583], [0.313718, 2.133683, -0.429806]],
  "forces_ev_per_angstrom": [[-2.933, 0.225, 1.982], [3.518, -1.903, -3.059], [-2.770, 2.122, 0.785], [-0.060, 2.469, 1.410], [1.461, -4.119, -1.533], [-2.308, 0.696, 1.022], [1.770, 0.663, -0.128], [-1.735, -1.931, 0.668], [3.057, 1.778, -1.145]],
  "mulliken_charge": [-0.5385, 0.7800, -0.2814, 0.0765, -0.2024, -0.1979, 0.4515, -0.4042, 0.3164]
}


Record 2
{
  "formula": "C29H58BeCaClF5I2LiMgO18PS3",
  "method": "ωB97M-V/def2-TZVPD",
  "lumo_ev": -8.60,
  "homo_energy_ev": -10.16,
  "total_charge": 2,
  "species": ["C", "C", "C", "C", "I", "C", "C", "O", "P", "C", "C", "C", "C", "S", "O", "O", "Cl", "O", "C", "C", "C", "C", "C", "C", "C", "S", "O", "O", "F", "O", "C", "C", "O", "C", "C", "O", "C", "C", "C", "C", "O", "I", "H", "H", "H", "H", "H", "H", "H", "H", "H", "H", "H", "H", "H", "H", "H", "H", "H", "H", "H", "H", "H", "H", "H", "H", "H", "H", "H", "H", "H", "H", "H", "H", "H", "H", "H", "H", "H", "H", "H", "H", "H", "H", "H", "H", "H", "H", "O", "H", "H", "Ca", "C", "O", "H", "H", "H", "H", "C", "F", "F", "F", "S", "O", "O", "O", "O", "C", "C", "O", "H", "H", "H", "H", "O", "H", "H", "Mg", "Li", "F", "Be"],
  "coordinates": [[1.423490, -2.690910, 3.099599], [1.081901, -2.967402, 1.785077], [0.803645, -1.887385, 0.660426], [-0.121877, -2.726046, -0.311746], [0.928574, -4.235680, -1.447448], [-1.336974, -3.361361, 0.506259], [-2.701745, -3.383437, -0.317688], [-0.093612, -0.824454, 1.014094], [0.690716, 0.703163, 1.173157], [0.887475, 0.711569, 3.024950], [-0.260903, 0.041242, 3.831362], [-1.524453, 0.944293, 4.112569], [-2.724136, 0.306758, 3.288295], [-3.864787, -0.677316, 4.316561], [-4.082669, -0.110443, 5.648333], [-5.138150, -0.632721, 3.612762], [-3.362584, -2.699216, 4.353081], [-0.853108, 1.488173, 1.174322], [-1.045550, 2.516307, 0.219013], [-2.590007, 2.548461, -0.122581], [-3.266905, 3.246317, 1.125797], [-2.691998, 3.416087, -1.435424], [-3.900525, 4.411685, -1.491665], [-3.505896, 5.898520, -1.096235], [-4.395664, 4.506612, -2.998346], [1.907042, 2.579917, 0.877740], [1.510545, 3.719839, 1.780987], [2.042885, 2.938495, -0.579511], [3.427129, 2.190215, 1.348789], [2.234621, -0.015518, 0.939255], [2.099257, -1.170638, 0.086988], [2.299104, -0.993143, -1.443638], [1.087047, -0.703452, -2.163183], [1.303519, 0.299520, -3.144715], [0.168771, 0.328437, -4.216701], [0.491762, -0.681380, -5.156964], [-0.522389, -0.819187, -6.163087], [-1.180619, -2.241178, -6.121179], [3.377754, -1.990817, 0.539360], [4.655421, -1.418288, -0.175451], [4.839455, -0.243027, -0.097398], [6.080264, -2.601987, -1.238965], [0.755593, -3.043734, 3.932747], [2.349771, -2.175765, 3.430366], [1.030594, -4.041384, 1.494437], [-0.588094, -2.029416, -1.036510], [-1.555327, -2.794129, 1.438175], [-1.127127, -4.424454, 0.773071], [-2.514225, -3.475151, -1.413531], [-3.341158, -4.229083, 0.023904], [-3.248463, -2.459540, -0.027579], [0.669236, 0.690615, -0.259380], [1.067119, 1.716459, 3.474918], [1.818202, 0.136850, 3.242100], [-0.606858, -0.934991, 3.444768], [0.169513, -0.180245, 4.842853], [-1.848835, 0.945602, 5.170437], [-1.371320, 1.947174, 3.673277], [-2.382240, -0.346139, 2.457077], [-3.363380, 1.086927, 2.817404], [-0.531350, 2.386528, -0.791660], [-0.832002, 3.601216, 0.589783], [-2.959898, 1.517265, -0.277294], [-3.185389, 4.355827, 1.067684], [-2.697472, 2.967833, 2.045045], [-4.317383, 2.899131, 1.193784], [-2.768309, 2.778450, -2.349791], [-1.750607, 4.034496, -1.568637], [-4.792239, 4.062225, -0.922625], [-2.400595, 5.996633, -0.946210], [-3.952459, 6.132777, -0.099418], [-3.866185, 6.639596, -1.836545], [-5.155360, 5.320586, -3.048208], [-4.873394, 3.569658, -3.349436], [-3.520588, 4.807948, -3.619200], [2.706547, -1.952981, -1.842501], [3.002007, -0.154881, -1.662143], [2.248935, 0.125270, -3.717925], [1.380651, 1.332089, -2.699310], [0.287478, 1.306616, -4.759347], [-0.850089, 0.226380, -3.777660], [-1.332884, -0.085722, -5.959224], [-0.087469, -0.690515, -7.176425], [-0.454894, -3.051008, -6.347970], [-2.023493, -2.276552, -6.844600], [-1.570701, -2.440917, -5.096945], [3.591470, -1.875899, 1.625237], [3.312305, -3.065359, 0.244066], [-3.448854, -4.255746, -3.365920], [-4.284480, -4.728495, -3.452858], [-2.849167, -4.739414, -3.945712], [0.878464, 4.383387, -1.168099], [7.059242, -5.928589, -3.930369], [8.072626, -5.417162, -3.071573], [7.523968, -6.595613, -4.652781], [6.320467, -6.487693, -3.347620], [6.569934, -5.108379, -4.461761], [7.644798, -4.830787, -2.440941], [8.372816, 0.348743, -4.247387], [8.989976, -0.721510, -3.706328], [8.044739, 1.161508, -3.213308], [9.302110, 1.002391, -4.962610], [6.901671, -0.126254, -5.265072], [6.024432, -0.808757, -4.325397], [7.431707, -0.981063, -6.301872], [6.370358, 1.132954, -5.753317], [-4.098048, -2.308359, 8.826428], [-5.159664, -1.783333, 8.421039], [-6.486660, -2.835233, 8.808061], [-7.528501, -2.300557, 8.380162], [-5.248107, -1.579835, 7.341355], [-5.438894, -0.809054, 8.857353], [-6.391011, -2.995802, 9.895220], [-6.190770, -3.811394, 8.386864], [0.458893, 7.980793, 0.440695], [0.967297, 7.485496, 1.092362], [0.714022, 8.898021, 0.605441], [3.143375, 4.487427, 2.599491], [1.979458, -4.782324, 4.022203], [0.525642, 3.557748, 4.565910], [1.132702, 4.919975, 5.022430]],
  "forces_ev_per_angstrom": [[0.475, -0.917, 0.214], [0.734, 0.916, 0.994], [0.011, -0.885, -1.770], [-1.140, 0.391, 0.467], [-0.328, 0.281, 0.370], [-0.603, -0.737, -0.716], [0.757, 0.189, 0.679], [1.336, -0.079, 1.411], [-2.119, -5.810, -1.122], [0.475, 0.233, 0.737], [-0.276, 0.534, 1.660], [-0.634, -1.431, -1.727], [1.031, 0.257, 0.084], [-4.899, 2.154, 0.631], [2.399, -1.177, -1.032], [1.676, -0.840, -0.573], [0.518, 0.919, 0.070], [1.668, 1.969, -0.670], [-1.975, -0.392, -0.300], [1.140, 1.852, 0.227], [0.410, -0.568, -0.351], [-1.257, -0.403, 0.184], [-0.101, 1.005, -1.838], [-0.263, -0.821, 1.128], [0.060, 0.339, 0.869], [1.027, -1.454, 0.353], [1.170, -0.032, -2.067], [2.232, -1.432, 2.727], [-1.195, 1.712, -0.383], [-0.941, 0.543, -0.224], [1.963, -1.429, 1.148], [-0.710, 0.426, -0.492], [0.268, 0.585, 0.196], [-0.422, 0.110, -1.270], [1.522, 0.120, -0.068], [-0.863, 0.111, 0.241], [-0.768, -1.215, -0.199], [0.247, 0.320, 0.447], [0.790, -0.917, -1.145], [-0.323, 0.516, 0.665], [0.303, 0.099, -0.054], [-0.558, 0.088, 0.222], [0.894, -0.845, -0.507], [-1.563, 1.306, -0.390], [-1.699, 0.948, -0.034], [0.720, -0.419, 0.279], [0.492, -0.284, -0.494], [0.116, 0.840, -0.040], [-0.385, 0.161, 0.903], [0.553, 0.511, -0.343], [0.237, -0.452, -0.716], [-0.128, 1.488, 0.099], [-0.339, -0.523, -0.448], [-0.650, 0.390, -0.493], [0.493, 0.608, -0.112], [-0.064, 0.122, -0.824], [0.513, 0.364, -0.518], [-0.074, -0.368, 0.720], [-0.167, 0.283, 0.574], [-0.044, -0.777, 0.760], [-0.033, -0.646, 0.924], [-0.030, -1.187, 0.008], [0.340, 0.563, 0.105], [-0.317, -0.783, -0.149], [-0.647, -0.022, -0.602], [0.570, 0.552, 0.220], [0.322, 0.218, 0.796], [-0.394, -0.197, 0.092], [0.959, 0.127, -0.026], [-0.661, 0.059, -0.305], [0.301, 0.115, -0.791], [0.325, -0.462, 0.487], [0.516, -0.641, -0.143], [0.508, 0.486, 0.088], [-0.706, -0.333, 0.109], [-0.106, 0.771, 0.238], [-0.197, -0.815, 0.547], [-0.580, 0.078, 0.499], [-0.072, -0.534, 0.142], [-0.432, -0.394, 0.598], [0.528, -0.019, -0.202], [0.530, -0.208, -0.444], [-0.124, 0.325, 0.717], [-0.369, 0.640, -0.020], [0.553, -0.037, 0.433], [0.104, 0.177, -0.649], [-0.337, -0.084, -0.783], [-0.210, 0.723, 0.387], [0.024, -0.164, -0.153], [-0.001, 0.080, 0.036], [-0.008, 0.064, 0.005], [-2.646, 2.562, -1.694], [-0.073, 0.283, 0.201], [0.053, -0.121, 0.049], [0.066, 0.048, 0.071], [-0.078, -0.081, -0.148], [-0.071, -0.118, -0.117], [0.128, -0.053, -0.065], [0.654, 0.111, 0.201], [-0.338, 0.047, -0.109], [-0.211, -0.112, -0.126], [-0.353, -0.108, -0.035], [-0.888, -0.291, -1.271], [0.141, 0.068, 0.646], [0.352, 0.133, 0.499], [0.284, 0.164, 0.556], [-1.266, -0.451, -0.015], [4.809, 4.314, -1.573], [-4.609, -4.055, 1.586], [1.290, 0.322, -0.031], [-0.532, -1.297, -0.269], [-0.690, -0.586, 1.077], [0.434, 1.224, 0.217], [0.581, 0.527, -1.028], [0.286, -0.553, -0.013], [-0.093, 0.264, 0.216], [-0.116, 0.041, -0.189], [-0.068, 0.788, 2.011], [0.047, 0.098, -0.146], [1.139, 3.222, 1.307], [-0.335, -3.329, -2.112]],
  "mulliken_charge": [-2.3878, 0.4224, 2.1492, -1.4343, 0.0874, 0.1699, -1.0780, -0.9267, 1.6219, -0.8006, -0.2546, -0.5247, 0.1424, 1.2313, -0.5541, -0.5963, -0.2317, 0.0719, -0.2999, 0.8839, -1.4854, -0.3557, 0.5015, -1.1137, -1.5980, 1.4712, -0.4037, -0.7391, -0.2179, -0.7126, 1.1824, -2.7899, -0.0297, -0.0404, -0.8040, -0.2949, -0.3523, -0.8797, -0.2795, -0.4845, -0.4643, 0.2320, 0.6006, 0.3508, 0.3136, 0.6914, -0.1160, 0.3878, 0.2108, 0.4072, 0.2631, -0.5149, 0.2118, 0.4294, -0.1732, 0.5364, 0.7216, -0.0385, -0.0638, -0.1560, -0.2531, 0.1334, 0.5946, 0.2053, 0.3076, 0.3608, 0.3730, -0.6641, 0.3240, 0.1054, 0.2782, 0.4161, 0.4537, 0.3857, 0.3487, 0.3522, 0.8930, 0.5985, -0.3519, 0.3767, 0.4125, 0.3015, 0.2879, 0.2953, 0.3665, 0.1267, 0.2252, 0.4498, -0.6080, 0.2767, 0.3152, 1.5592, -0.4801, -0.4812, 0.2456, 0.2265, 0.2434, 0.1861, 0.5798, -0.2297, -0.2443, -0.2320, 1.0863, -0.5818, -0.6556, -0.6941, -0.4350, 0.2682, -0.1556, -0.3808, -0.0691, 0.2536, 0.2697, 0.2420, -0.5825, 0.2769, 0.3193, 0.4988, 1.0035, -0.1321, 0.3127]
}


Number 1: Kohn-Sham gap 0.356 hartree, E -12698.67444 eV. Number 2: Kohn-Sham gap 0.057 hartree, E -176434.06638 eV.